C2H2OS3 | the ωB97M-V functional and the def2-TZVPD basis

Each atom is followed by the atoms it is bonded to, with distances in Å.
Element x y z (Å)
1 C 0.682 0.785 0.032  C2 1.504, S6 1.820, S7 1.625
2 C -0.420 -0.238 0.046  C1 1.504, O5 1.256, S8 1.747
3 H 1.730 -1.256 -0.086  S6 1.418
4 H -2.604 -0.728 0.118  S8 1.369
5 O -0.119 -1.458 0.060  C2 1.256
6 S 2.333 0.027 -0.082  C1 1.820, H3 1.418
7 S 0.404 2.386 0.013  C1 1.625
8 S -2.004 0.483 -0.100  C2 1.747, H4 1.369

Calculated values
E_HOMO in eV: -9.33
Energy in eV: -36658.65699
E_LUMO in eV: -1.70
Spin multiplicity: 1
Frontier orbital gap in Ha: 0.2803
SMILES string: O=C(S)C(=S)S
F_max in hartree/bohr: 0.06871

So, what does the natural (NBO) scheme give us? The charges, in e, come out as: atom 1 (C): -0.389, atom 2 (C): 0.300, atom 3 (H): 0.203, atom 4 (H): 0.147, atom 5 (O): -0.551, atom 6 (S): 0.063, atom 7 (S): 0.128, atom 8 (S): 0.099


C6H8O2 | the ωB97M-V functional and the def2-TZVPD basis

Each atom is followed by the atoms it is bonded to, with distances in Å.
Element x y z (Å)
1 C 2.185 -1.303 0.242  C2 1.468, H7 1.106, H8 1.091, H9 1.088
2 C 0.736 -1.239 0.016  C1 1.468, C3 1.368, H10 1.140
3 C 0.037 -0.065 -0.057  C2 1.368, C4 1.475, C6 1.446
4 C 0.552 1.313 0.051  C3 1.475, C5 1.322, H11 1.096
5 C 1.771 1.733 -0.243  C4 1.322, H12 1.081, H13 1.136
6 C -1.402 -0.196 -0.023  C3 1.446, O15 1.378, O16 1.196
7 H 2.493 -2.286 0.644  C1 1.106
8 H 2.445 -0.469 0.896  C1 1.091
9 H 2.622 -1.217 -0.751  C1 1.088
10 H 0.151 -2.171 -0.280  C2 1.140
11 H -0.125 2.091 0.421  C4 1.096
12 H 2.104 2.751 -0.097  C5 1.081
13 H 2.436 0.989 -0.786  C5 1.136
14 H -3.028 0.778 0.338  O15 0.978
15 O -2.077 0.980 0.227  C6 1.378, H14 0.978
16 O -1.969 -1.220 -0.265  C6 1.196

Calculated values
E_HOMO in eV: -8.99
Energy in eV: -10445.59961
E_LUMO in eV: 0.34
Spin multiplicity: 1
Frontier orbital gap in Ha: 0.3428
SMILES string: C=C/C(=C\C)C(=O)O
F_max in hartree/bohr: 0.04919

Here are the natural (NBO) charges for atoms 1 to 8, given in e: atom 1 (C): -0.676, atom 2 (C): -0.030, atom 3 (C): -0.237, atom 4 (C): -0.218, atom 5 (C): -0.377, atom 6 (C): 0.774, atom 7 (H): 0.227, atom 8 (H): 0.237


Repeat the second record exactly.
C6H8O2 | the ωB97M-V functional and the def2-TZVPD basis

Each atom is followed by the atoms it is bonded to, with distances in Å.
Element x y z (Å)
1 C 2.185 -1.303 0.242  C2 1.468, H7 1.106, H8 1.091, H9 1.088
2 C 0.736 -1.239 0.016  C1 1.468, C3 1.368, H10 1.140
3 C 0.037 -0.065 -0.057  C2 1.368, C4 1.475, C6 1.446
4 C 0.552 1.313 0.051  C3 1.475, C5 1.322, H11 1.096
5 C 1.771 1.733 -0.243  C4 1.322, H12 1.081, H13 1.136
6 C -1.402 -0.196 -0.023  C3 1.446, O15 1.378, O16 1.196
7 H 2.493 -2.286 0.644  C1 1.106
8 H 2.445 -0.469 0.896  C1 1.091
9 H 2.622 -1.217 -0.751  C1 1.088
10 H 0.151 -2.171 -0.280  C2 1.140
11 H -0.125 2.091 0.421  C4 1.096
12 H 2.104 2.751 -0.097  C5 1.081
13 H 2.436 0.989 -0.786  C5 1.136
14 H -3.028 0.778 0.338  O15 0.978
15 O -2.077 0.980 0.227  C6 1.378, H14 0.978
16 O -1.969 -1.220 -0.265  C6 1.196

Calculated values
E_HOMO in eV: -8.99
Energy in eV: -10445.59961
E_LUMO in eV: 0.34
Spin multiplicity: 1
Frontier orbital gap in Ha: 0.3428
SMILES string: C=C/C(=C\C)C(=O)O
F_max in hartree/bohr: 0.04919

Here are the natural (NBO) charges for atoms 1 to 8, given in e: atom 1 (C): -0.676, atom 2 (C): -0.030, atom 3 (C): -0.237, atom 4 (C): -0.218, atom 5 (C): -0.377, atom 6 (C): 0.774, atom 7 (H): 0.227, atom 8 (H): 0.237